Record 1
The following is a quantum chemistry calculation of a structure of composition C35H52AlF3O22S in a non-equilibrium geometry, from the Open Molecules 2025 dataset.

```
114
C35H52AlF3O22S (wB97M-V/def2-TZVPD)
Al 0.27314 0.27179 -0.16298
C 3.30627 -3.68730 -1.35469
C 2.47148 -2.48833 -0.89657
O 1.34561 -2.24452 -1.36551
O 2.98319 -1.72230 -0.09247
H 3.17358 -4.39455 -0.53597
H 4.33322 -3.40820 -1.59044
H 2.88485 -4.15443 -2.24480
C -3.89849 3.38334 0.74924
F -4.90890 3.95484 0.00764
F -2.93226 4.18166 0.88766
F -4.43186 3.04562 1.98481
S -3.30471 1.75590 -0.09903
O -2.47086 0.93492 0.75997
O -4.55374 0.93237 -0.48970
O -2.48571 2.19288 -1.25236
O 1.48909 2.18025 -1.88268
H 1.77620 2.90390 -2.47295
O -2.17586 -1.53433 6.57736
C -2.52960 -1.19323 5.43549
O -2.24341 0.01375 5.08374
C -2.71588 0.38341 3.82596
C -3.29785 -0.90134 3.15651
C -3.49750 -1.79071 4.36154
H -1.92826 0.73353 3.15876
H -3.47502 1.14164 4.01806
H -2.59058 -1.15837 2.36797
H -4.18042 -0.80451 2.52422
H -3.29561 -2.82924 4.09925
H -4.54564 -1.55233 4.54231
O -1.21573 0.41570 -2.80393
C -1.45360 1.12185 -3.77689
O -1.58642 0.60445 -5.01053
C -1.95296 1.43866 -6.06119
C -1.80712 2.81586 -5.35784
C -1.77679 2.60153 -3.93580
H -2.94847 1.27428 -6.47355
H -1.17786 1.48060 -6.82641
H -2.69926 3.33225 -5.71213
H -0.86253 3.27583 -5.64817
H -2.73521 2.72346 -3.43117
H -1.03009 3.21554 -3.43228
O 0.39504 -1.75956 1.87390
C 0.52674 -2.84578 2.33284
O -0.35845 -3.35762 3.22536
C -0.17041 -4.69082 3.47200
C 1.11306 -5.09062 2.85089
C 1.59909 -3.83577 2.15297
H -0.95292 -5.35466 3.10445
H -0.18702 -4.84184 4.55136
H 0.97221 -5.96536 2.21599
H 1.89535 -5.34982 3.56428
H 1.80940 -3.99156 1.09486
H 2.52468 -3.46526 2.59356
O -2.02029 -2.82738 -5.35562
C -0.91682 -2.80664 -5.92502
O -0.48719 -3.48126 -6.98191
C 0.82574 -3.22396 -7.32657
C 1.40558 -2.75307 -5.97508
C 0.31203 -2.08103 -5.26570
H 0.91626 -2.40548 -8.04071
H 1.19016 -4.16342 -7.74216
H 2.17813 -1.99811 -6.12101
H 1.68214 -3.61087 -5.36207
H 0.23723 -1.03246 -5.55379
H 0.41256 -2.21867 -4.18911
O -1.53337 -2.14774 -0.18143
C -2.16025 -2.96244 -0.88426
O -3.36264 -2.62765 -1.39184
C -4.00969 -3.62394 -2.20743
C -2.74352 -4.42116 -2.53747
C -1.78355 -4.36934 -1.27599
H -4.54913 -3.23943 -3.07303
H -4.68364 -4.23338 -1.60538
H -2.20484 -4.02767 -3.39950
H -2.91916 -5.49408 -2.61555
H -0.69743 -4.39872 -1.36300
H -2.18599 -5.04664 -0.52273
O 2.92882 1.47878 1.24338
C 4.04819 0.88454 1.42741
O 4.93976 0.56871 0.50234
C 6.18266 0.13147 1.04066
C 6.16515 0.65713 2.47901
C 4.68398 0.69846 2.78106
H 6.99680 0.50467 0.41938
H 6.23843 -0.95700 1.05545
H 6.61783 1.64436 2.57157
H 6.62022 0.09086 3.29163
H 4.39474 1.33971 3.61366
H 4.29564 -0.29824 2.99056
O -0.22275 3.32758 0.56225
C 0.07516 4.50002 0.30975
O -0.86462 5.50147 0.16907
C -0.24055 6.77092 -0.11755
C 1.09725 6.49778 -0.65180
C 1.43946 5.18502 0.13353
H -0.35552 7.41643 0.75320
H -0.84997 7.19448 -0.91587
H 1.71754 7.34294 -0.35341
H 1.17024 6.22145 -1.70366
H 1.74348 5.25895 1.17766
H 2.30230 4.67088 -0.28986
O 0.25741 1.33461 2.81347
C 0.59801 2.03505 3.75181
O 0.61886 1.45660 4.95825
C 1.10414 2.27346 6.05711
C 0.62288 3.66019 5.43674
C 0.75266 3.52020 3.92677
H 2.17202 2.25282 6.27457
H 0.65140 2.15686 7.04176
H 1.28079 4.45679 5.78414
H -0.38950 3.79955 5.81590
H 1.77855 3.74462 3.63474
H 0.03083 3.97516 3.24849
```

Computed properties:
* lowest unoccupied orbital energy: -4.573 eV
* HOMO level: -8.50 eV
* maximum force: 0.123 hartree/bohr
* Kohn-Sham gap: 3.9 eV

Results of the Mulliken charge analysis, in e, for atoms 1 through 2: 1.54, -1.17



Record 2
The following is a quantum chemistry calculation of a structure of composition C35H52As2NO10PRuS2Sb2Se, from the Open Molecules 2025 dataset.

```
107
C35H52As2NO10PRuS2Sb2Se (wB97M-V/def2-TZVPD)
Ru 0.40243 -0.67552 -0.74246
C 4.12586 -4.92248 2.52251
C 2.63554 -4.77918 2.35647
O 2.34372 -3.95919 1.17653
P 1.93769 -2.44740 1.24297
S 2.59542 -1.41705 -0.38323
S -0.05530 -2.21789 1.11855
O 2.66337 -1.97496 2.55076
C 3.19064 -0.62705 2.77503
C 3.75189 -0.59017 4.16839
H 4.33403 -5.58368 3.36418
H 4.58735 -3.95661 2.72201
H 4.57266 -5.35466 1.62794
H 2.16739 -4.32645 3.22880
H 2.15210 -5.73167 2.15041
H 2.37954 0.08386 2.64092
H 3.95772 -0.45549 2.02006
H 2.97332 -0.78354 4.90317
H 4.15797 0.40126 4.36488
H 4.55035 -1.32376 4.28018
C -3.80844 0.40919 -0.63358
Sb -2.19455 -0.69310 -1.48640
C -2.73340 -0.33315 -3.49884
C -3.04494 -2.65571 -1.15828
C -3.50124 -3.25522 -2.45276
C -4.75782 -2.91807 -2.94967
C -5.18923 -3.35895 -4.18995
C -4.35359 -4.15489 -4.95777
C -3.11433 -4.52520 -4.45925
C -2.67264 -4.09882 -3.20820
C -1.35927 -4.60484 -2.68518
Sb 0.27804 -3.21245 -2.49661
C 1.65897 -4.69436 -1.85891
C 0.83409 -3.12632 -4.55287
H -4.70076 0.09723 -1.17578
H -3.67150 1.47993 -0.76342
H -3.92934 0.17740 0.42154
H -3.81154 -0.44754 -3.58703
H -2.24786 -1.04545 -4.16392
H -2.44003 0.67731 -3.77506
H -3.88547 -2.49502 -0.48226
H -2.30560 -3.25855 -0.63365
H -5.41086 -2.29483 -2.34762
H -6.17093 -3.08539 -4.55197
H -4.67213 -4.50545 -5.92981
H -2.47934 -5.18009 -5.04420
H -0.97414 -5.38515 -3.34317
H -1.47290 -5.05082 -1.69438
H 1.63004 -5.50149 -2.59044
H 1.37505 -5.06815 -0.87933
H 2.66336 -4.28158 -1.80325
H 1.11458 -4.12477 -4.88702
H 1.67489 -2.44979 -4.69593
H -0.01232 -2.78171 -5.14724
Se 1.42090 0.73840 -2.38545
C 0.29493 1.22585 -3.85543
C -0.36485 2.44620 -3.86452
C -1.11981 2.78319 -4.97969
N -1.23519 2.01037 -6.05685
C -0.55695 0.86673 -6.05646
C 0.21674 0.43197 -4.98965
H -0.27456 3.13676 -3.03845
H -1.65201 3.72805 -5.00994
H -0.63954 0.25940 -6.95096
H 0.74804 -0.50893 -5.04991
C -1.21364 1.97646 5.78152
O -0.53182 0.78144 5.40036
C 0.13899 0.64710 4.25664
O 0.40388 -0.45381 3.85097
C 0.51242 1.85851 3.43056
C 1.18934 2.89849 3.92730
As 1.77255 4.51863 2.90924
C -0.00718 5.32735 2.66473
C 1.83776 3.51273 1.24662
C 0.58447 3.08119 0.70940
As -0.01495 1.46514 1.56732
C -1.93230 1.68405 1.91004
C -0.16084 3.86942 -0.25833
O 0.21986 4.92468 -0.71256
O -1.34292 3.30239 -0.60060
C -2.22257 4.15846 -1.34618
C 3.15469 2.94982 0.95016
O 4.11596 3.12511 1.66584
O 3.18330 2.25267 -0.19051
C 4.48478 1.79563 -0.58859
C 1.71968 2.77540 5.33903
O 2.29696 1.78337 5.68566
O 1.57391 3.79240 6.19636
C 0.80461 4.94440 5.85855
H -0.70803 2.40817 6.64380
H -2.22399 1.68668 6.05947
H -1.25192 2.69978 4.96814
H -0.19622 6.00736 3.49313
H -0.81137 4.59505 2.60338
H 0.02962 5.90947 1.74465
H -2.11160 2.47007 2.64132
H -2.30463 0.73386 2.29385
H -2.42824 1.93428 0.98111
H -3.06623 3.53930 -1.63803
H -1.72810 4.55997 -2.22625
H -2.55478 4.98281 -0.71627
H 4.34799 1.34910 -1.56855
H 4.85995 1.05861 0.11938
H 5.17726 2.63348 -0.63518
H 0.43373 5.34603 6.79761
H -0.04160 4.69067 5.21913
H 1.43497 5.69375 5.37724
```

Computed properties:
* lowest unoccupied orbital energy (alpha / beta): -2.994 / -4.221 eV
* HOMO level (alpha / beta): -10.07 / -10.76 eV
* total charge: +1
* ΔE to the lowest compared entry with this formula, charge and spin: 0.00 kJ/mol
* <S²>: 8.79
* 2S+1: 6
* maximum force: 0.011 hartree/bohr
* Kohn-Sham gap (alpha / beta): 7.1 / 6.5 eV

Results of the Mulliken charge analysis, in e, for atoms 1 through 2: 1.68, -1.11